One molecule with the formula C2H2N2O3 at a distorted geometry, computed with the ωB97M-V functional and the def2-TZVPD basis.

Computed properties:
E_LUMO, eV: -1.44
Energy relative to the best compared isomer or geometry (same formula, charge and spin), kcal/mol: 93.43
DFT total energy, Eh: -412.5021
Strongest force on any atom, eV/Å: 4.316
Frontier orbital gap, eV: 9.25
HOMO level, eV: -10.69
Multiplicity: 1

Last column: Löwdin charge in e.
Element x y z (Å)
C (-1.7967, 0.3866, 0.2234)  -0.2979
C (1.7804, -0.0076, -0.3126)  -0.1176
N (-0.4980, 0.4894, -0.2399)  0.1437
N (0.3384, -0.4442, 0.0111)  -0.2740
O (-2.7764, 0.7707, -0.3913)  0.0758
O (2.1295, 1.0887, -0.0864)  0.1759
O (0.1429, -1.5968, 0.3406)  0.0583
H (-1.5845, 0.0474, 1.2503)  0.1350
H (2.2644, -0.7343, -0.7951)  0.1009

---

C2H2N2O3 as an isolated structure at a distorted geometry, computed with the ωB97M-V functional and the def2-TZVPD basis.

Computed properties:
E_LUMO (spin up / spin down), eV: -2.70 / -2.70
Energy relative to the best compared isomer or geometry (same formula, charge and spin), kcal/mol: 139.10
DFT total energy, Eh: -412.4293
Strongest force on any atom, eV/Å: 4.729
Frontier orbital gap (spin up / spin down), eV: 8.24 / 8.24
HOMO level (spin up / spin down), eV: -10.94 / -10.94
Multiplicity: 1

Last column: Löwdin charge in e.
Element x y z (Å)
C (-0.5308, -1.4252, -1.9851)  -0.4819
C (-0.2802, -0.1874, 0.3620)  0.2062
N (-0.7016, -1.3840, -3.1254)  0.1529
N (-0.0120, -0.8077, 1.5823)  -0.4533
O (0.9662, -1.5022, 1.5910)  0.1327
O (-0.7576, -0.6853, 2.5137)  0.1347
O (-0.3468, -1.7139, -0.7855)  0.0315
H (-1.2780, 0.1426, 0.1879)  0.1321
H (0.6016, 0.2525, -0.0838)  0.1451

---

A 2-piece molecular cluster, C2H2N2O3 overall at a distorted geometry, computed with the ωB97M-V functional and the def2-TZVPD basis.

Computed properties:
E_LUMO (spin up / spin down), eV: -3.95 / -3.97
Energy relative to the best compared isomer or geometry (same formula, charge and spin), kcal/mol: 166.49
DFT total energy, Eh: -412.3857
Strongest force on any atom, eV/Å: 6.185
Frontier orbital gap (spin up / spin down), eV: 6.75 / 6.72
HOMO level (spin up / spin down), eV: -10.70 / -10.69
Multiplicity: 1

Last column: Löwdin charge in e.
Element x y z (Å)
C (-2.0492, -0.3898, -0.0237)  -0.5185
C (0.6966, 0.3634, 0.5285)  0.2408
N (-2.9652, -0.9715, 0.3615)  0.1608
N (1.4256, -0.0291, -0.5454)  -0.4395
O (2.0195, 0.7748, -1.1847)  0.1507
O (1.2859, -1.2215, -0.8529)  0.1062
O (-1.2471, 0.4779, -0.2989)  0.0413
H (0.1788, -0.3647, 1.1745)  0.1438
H (0.6551, 1.3604, 0.8410)  0.1145

---

One molecule with the formula C2H2N2O3 at a distorted geometry, computed with the ωB97M-V functional and the def2-TZVPD basis.

Computed properties:
E_LUMO (spin up / spin down), eV: 0.52 / -3.68
Energy relative to the best compared isomer or geometry (same formula, charge and spin), kcal/mol: 96.38
DFT total energy, Eh: -412.3433
Strongest force on any atom, eV/Å: 7.191
Frontier orbital gap (spin up / spin down), eV: 6.67 / 6.98
HOMO level (spin up / spin down), eV: -6.15 / -10.66
Multiplicity: 3
⟨S²⟩: 2.019

Last column: Mulliken spin population.
Element x y z (Å)
C (-1.3528, 2.0374, 0.9568)  0.4813
C (-2.0713, 0.8036, 0.7546)  0.2042
N (0.0400, 0.0349, 0.0753)  0.0233
N (-1.2296, 3.1374, 1.3225)  0.3402
O (-0.9380, 4.2257, 1.6368)  0.6305
O (-3.2419, 0.6884, 0.9767)  0.2884
O (-1.3488, -0.2347, 0.2894)  0.0342
H (0.5272, -0.7490, 0.5059)  0.0005
H (0.1940, -0.0125, -0.9329)  -0.0025

---

One molecule with the formula C2H2N2O3S at a distorted geometry, computed with the ωB97M-V functional and the def2-TZVPD basis.

Computed properties:
E_LUMO, eV: -1.38
Energy relative to the best compared isomer or geometry (same formula, charge and spin), kcal/mol: 42.91
DFT total energy, Eh: -810.7834
Strongest force on any atom, eV/Å: 3.880
Frontier orbital gap, eV: 9.79
HOMO level, eV: -11.17
Multiplicity: 1

Last column: Löwdin charge in e.
Element x y z (Å)
C (0.1140, 1.3438, -0.0891)  -0.0931
C (-1.4763, -0.2291, 0.0611)  -0.4527
N (-1.1095, 1.1031, 0.0084)  0.1185
N (-0.1593, -1.1267, 0.2846)  -0.0326
O (-2.5485, -0.7068, 0.0120)  0.1780
O (1.8021, -0.4939, -1.2247)  -0.2858
O (1.9481, -0.0397, 1.1820)  -0.2788
S (1.1539, -0.1506, 0.0022)  0.6165
H (0.5123, 2.3449, -0.1174)  0.1211
H (-0.2368, -2.0449, -0.1190)  0.1088

---

A 3-piece molecular cluster, C2H2N2O4 overall at a distorted geometry, computed with the ωB97M-V functional and the def2-TZVPD basis.

Computed properties:
E_LUMO (spin up / spin down), eV: -0.72 / -0.72
Energy relative to the best compared isomer or geometry (same formula, charge and spin), kcal/mol: 89.98
DFT total energy, Eh: -487.7103
Strongest force on any atom, eV/Å: 3.487
Frontier orbital gap (spin up / spin down), eV: 8.57 / 8.58
HOMO level (spin up / spin down), eV: -9.29 / -9.29
Multiplicity: 1

Last column: Löwdin charge in e.
Element x y z (Å)
C (-2.0885, 1.3796, -0.3887)  0.1720
C (2.8977, -0.8123, 0.0641)  -0.4710
N (0.0274, 0.7030, 0.1736)  -0.3290
N (-2.4295, 0.1906, -0.3065)  0.0243
O (3.4613, -0.3843, 0.9625)  0.2135
O (2.4254, -1.2845, -0.8826)  0.1844
O (-0.0767, -0.4493, 0.5089)  -0.0435
O (1.0341, 1.3088, 0.0908)  0.0411
H (-3.4024, -0.0452, -0.1718)  0.1204
H (-1.8488, -0.6065, -0.0503)  0.0876

---

One molecule with the formula C2H2N2OS at a distorted geometry, computed with the ωB97M-V functional and the def2-TZVPD basis.

Computed properties:
E_LUMO, eV: 0.03
Energy relative to the best compared isomer or geometry (same formula, charge and spin), kcal/mol: 63.73
DFT total energy, Eh: -660.2461
Strongest force on any atom, eV/Å: 4.114
Frontier orbital gap, eV: 9.39
HOMO level, eV: -9.36
Multiplicity: 1

Last column: Löwdin charge in e.
Element x y z (Å)
C (-0.3648, 0.0761, -0.3840)  -0.7721
C (0.6553, -0.5921, 0.3072)  -0.1034
H (0.9706, 1.3290, -2.0928)  -0.0300
H (1.5679, -1.1191, 0.1987)  0.0958
N (0.0711, -0.8561, 1.5204)  -0.0104
N (-1.0961, -0.3471, 1.6799)  0.0738
O (-1.3842, 0.3473, 0.4250)  -0.1036
S (-0.4198, 1.1621, -1.6545)  0.8499

---

One molecule with the formula C2H2N2S at a distorted geometry, computed with the ωB97M-V functional and the def2-TZVPD basis.

Computed properties:
E_LUMO, eV: -0.24
Energy relative to the best compared isomer or geometry (same formula, charge and spin), kcal/mol: 57.20
DFT total energy, Eh: -585.0098
Strongest force on any atom, eV/Å: 7.786
Frontier orbital gap, eV: 9.29
HOMO level, eV: -9.53
Multiplicity: 1

Last column: Löwdin charge in e.
Element x y z (Å)
C (-0.0153, -0.8613, 0.5528)  -0.2586
C (0.6695, -1.0665, -0.7592)  -0.2056
H (-0.7485, 2.6050, 0.3575)  -0.0709
H (-0.2516, -1.5654, 1.2829)  0.0831
N (-0.2424, 0.3577, 0.7761)  -0.4879
N (0.6299, -0.9754, -1.9920)  0.1253
S (-0.0415, 1.5060, -0.2181)  0.8146

---

C2H2N3O as an isolated structure at a distorted geometry, computed with the ωB97M-V functional and the def2-TZVPD basis.

Computed properties:
E_LUMO, eV: -6.86
Energy relative to the best compared isomer or geometry (same formula, charge and spin), kcal/mol: 147.16
DFT total energy, Eh: -316.3555
Total charge: +1
Strongest force on any atom, eV/Å: 4.803
Frontier orbital gap, eV: 10.13
HOMO level, eV: -16.99
Multiplicity: 1

Last column: Löwdin charge in e.
Element x y z (Å)
C (-0.4507, -0.9632, 0.6802)  0.0069
C (0.9418, -0.3277, -0.1394)  -0.2033
N (0.5721, -1.6231, 0.2967)  0.2757
N (-0.1537, 1.1527, -0.5806)  0.1355
N (0.0490, 0.4463, 0.6148)  0.1156
O (0.7876, 0.3755, -1.2402)  0.1953
H (-1.6877, -1.2336, 0.9591)  0.2769
H (-0.0583, 2.1731, -0.5905)  0.1974

---

A 2-piece molecular cluster, C2H2N3O2 overall at a distorted geometry, computed with the ωB97M-V functional and the def2-TZVPD basis.

Computed properties:
E_LUMO, eV: 3.78
Energy relative to the best compared isomer or geometry (same formula, charge and spin), kcal/mol: 40.58
DFT total energy, Eh: -392.1535
Total charge: -1
Strongest force on any atom, eV/Å: 3.144
Frontier orbital gap, eV: 7.58
HOMO level, eV: -3.80
Multiplicity: 1

Last column: Löwdin charge in e.
Element x y z (Å)
C (-1.0945, 0.0250, 1.7257)  -0.5942
C (1.6457, 0.3584, -1.9551)  -0.5302
N (-1.5611, -0.7602, 0.5197)  -0.0678
N (-0.6862, 0.3991, 0.5440)  -0.0511
N (1.2769, 1.0570, -1.0865)  0.1293
O (2.1858, -0.1916, -2.8224)  0.0675
O (-1.2129, 0.0019, 2.9408)  -0.0236
H (-1.0402, -1.6804, 0.4345)  0.0442
H (0.4866, 0.7908, -0.3008)  0.0258